1.
Density functional theory data (ωB97M-V with the def2-TZVPD basis set) for C16H17N5O2S in the gas phase.

Summary:
* energy relative to the best compared isomer or geometry (same formula, charge and spin): 208.1 kJ/mol
* orbital gap: 8.48 eV
* SMILES string: Cc1cc(-n2cnnn2)cc(C)c1S(=O)(=O)N(C)c1ccccc1
* LUMO level: -0.0081 Eh
* E: -39246.7934 eV

Structure (ORCA input):
```
! wB97M-V def2-TZVPD RIJCOSX def2/J DEFGRID3
* xyz 0 1
C -0.627 -1.767 2.588
C -1.118 -1.213 1.291
C -2.432 -0.762 1.222
C -2.949 -0.277 0.029
N -4.265 0.185 -0.056
C -5.250 0.276 0.878
N -6.313 0.775 0.309
N -5.988 0.990 -0.962
N -4.797 0.653 -1.198
C -2.168 -0.270 -1.118
C -0.854 -0.717 -1.076
C -0.068 -0.745 -2.345
C -0.328 -1.145 0.141
S 1.386 -1.732 0.163
O 1.885 -1.817 1.502
O 1.421 -2.929 -0.628
N 2.281 -0.570 -0.682
C 3.206 -1.069 -1.675
C 2.445 0.710 -0.162
C 1.653 1.151 0.897
C 1.786 2.434 1.393
C 2.704 3.313 0.844
C 3.493 2.885 -0.208
C 3.371 1.602 -0.709
H 0.186 -1.166 2.991
H -0.225 -2.767 2.442
H -1.435 -1.806 3.315
H -3.044 -0.805 2.108
H -5.170 -0.011 1.903
H -2.603 0.078 -2.041
H 0.589 0.121 -2.405
H 0.535 -1.646 -2.391
H -0.742 -0.720 -3.199
H 4.239 -1.009 -1.321
H 3.105 -0.515 -2.611
H 2.957 -2.113 -1.847
H 0.944 0.481 1.349
H 1.164 2.748 2.218
H 2.806 4.314 1.233
H 4.218 3.553 -0.649
H 4.002 1.302 -1.529
*
```

Mulliken population analysis, charges in e, atoms 1 to 6: -1.704 0.432 -0.728 0.774 0.335 0.025

2.
Density functional theory data (ωB97M-V with the def2-TZVPD basis set) for 12 unconnected molecules or ions with the total composition C12H48N24O12.

Summary:
* energy relative to the best compared isomer or geometry (same formula, charge and spin): 807.9 kJ/mol
* orbital gap: 7.32 eV
* SMILES string: NC(N)=O.NC(N)=O.NC(N)=O.NC(N)=O.NC(N)=O.NC(N)=O.NC(N)=O.NC(N)=O.NC(N)=O.NC(N)=O.NC(N)=O.NC(N)=O
* LUMO level: -0.0122 Eh
* E: -73561.9893 eV

Structure (ORCA input):
```
! wB97M-V def2-TZVPD RIJCOSX def2/J DEFGRID3
* xyz 0 1
N 3.415 -0.382 4.980
C 2.188 0.074 4.946
N 1.545 0.052 3.730
O 1.661 0.629 5.910
H 3.992 -0.341 5.807
H 3.831 -0.824 4.172
H 0.682 0.562 3.604
H 2.152 -0.257 2.984
N -1.083 4.665 -2.952
C -0.588 3.793 -2.123
N 0.481 4.213 -1.586
O -0.978 2.686 -1.828
H -0.571 5.533 -3.015
H -2.000 4.457 -3.321
H 0.987 3.681 -0.892
H 0.790 5.079 -2.004
N -3.001 0.342 6.011
C -2.193 1.159 5.412
N -2.457 0.872 4.140
O -1.284 1.783 5.860
H -3.714 -0.317 5.730
H -2.985 0.234 7.015
H -1.814 1.406 3.573
H -2.945 0.008 3.950
N -1.574 -2.016 3.084
C -2.824 -2.186 3.237
N -3.250 -2.450 4.473
O -3.608 -1.907 2.306
H -1.151 -1.753 2.205
H -0.878 -2.106 3.811
H -2.557 -2.665 5.176
H -4.228 -2.341 4.702
N 3.071 -1.972 0.610
C 4.051 -1.759 1.471
N 5.248 -1.705 1.004
O 3.908 -1.503 2.623
H 2.114 -2.043 0.926
H 3.215 -1.949 -0.389
H 5.398 -1.522 0.022
H 6.040 -1.537 1.608
N -0.646 0.472 0.059
C 0.014 -0.577 -0.004
N 0.487 -0.741 -1.269
O 0.284 -1.289 0.954
H -0.946 0.772 0.976
H -0.932 0.978 -0.768
H 0.170 -0.206 -2.065
H 0.736 -1.682 -1.538
N 2.822 1.060 -2.119
C 3.570 0.100 -2.551
N 4.371 0.508 -3.401
O 3.689 -1.007 -2.091
H 2.747 1.754 -2.849
H 2.152 0.933 -1.375
H 5.068 -0.035 -3.890
H 4.150 1.357 -3.903
N -3.167 3.521 -0.208
C -4.209 2.752 0.047
N -4.542 2.125 -1.053
O -4.743 2.501 1.135
H -2.441 3.246 -0.854
H -2.668 4.026 0.511
H -4.163 2.604 -1.857
H -5.328 1.495 -0.978
N -0.835 -4.473 -2.296
C 0.329 -4.371 -1.681
N 0.445 -5.369 -0.874
O 1.052 -3.378 -1.830
H -1.334 -5.351 -2.281
H -0.983 -3.693 -2.921
H 1.099 -5.286 -0.110
H -0.072 -6.227 -1.012
N -0.214 4.355 1.686
C -1.027 3.560 2.316
N -2.194 4.068 2.498
O -0.737 2.382 2.410
H 0.745 4.042 1.639
H -0.338 5.354 1.762
H -2.751 3.485 3.106
H -2.345 5.066 2.464
N 2.412 -2.882 -6.550
C 1.719 -3.141 -5.470
N 2.417 -3.050 -4.396
O 0.619 -3.529 -5.419
H 3.308 -2.416 -6.562
H 1.878 -3.082 -7.383
H 1.887 -3.129 -3.540
H 3.235 -2.458 -4.402
N -1.606 -1.332 -4.173
C -1.389 -0.144 -3.820
N -2.178 0.393 -2.923
O -0.399 0.456 -4.198
H -0.931 -1.750 -4.797
H -2.331 -1.843 -3.690
H -1.972 1.372 -2.786
H -3.073 0.013 -2.650
*
```

Mulliken population analysis, charges in e, atoms 1 to 6: -0.315 0.484 -0.066 -0.710 0.184 0.380

3.
Density functional theory data (ωB97M-V with the def2-TZVPD basis set) for a molecular structure, C7H16ClN2O6Pd.

Summary:
* energy relative to the best compared isomer or geometry (same formula, charge and spin): 22.3 kJ/mol
* orbital gap: 7.53 eV
* LUMO level: 0.1236 Eh
* E: -38778.3505 eV

Structure (ORCA input):
```
! wB97M-V def2-TZVPD RIJCOSX def2/J DEFGRID3
* xyz -1 1
Pd 0.202 -0.553 -0.018
O 1.383 0.256 2.149
Cl 0.218 0.426 3.025
O 0.637 0.920 4.302
O -0.449 -0.845 3.159
O -0.676 1.368 2.392
C -0.034 3.166 -0.320
O -0.912 2.253 -0.934
C -2.182 2.181 -0.337
C -2.787 0.833 -0.671
O -2.276 -0.221 0.128
C -2.993 -0.360 1.344
H -0.395 4.200 -0.424
H 0.923 3.075 -0.832
H 0.101 2.934 0.739
H -2.836 2.975 -0.734
H -2.108 2.303 0.748
H -2.554 0.583 -1.707
H -3.878 0.881 -0.555
H -4.031 -0.649 1.133
H -2.977 0.564 1.926
H -2.499 -1.129 1.929
C 3.368 -2.120 -0.297
N 2.673 -1.830 -1.541
C 2.896 -2.787 -2.612
C 1.373 -1.421 -1.409
N 0.305 -1.348 -1.977
H 4.445 -2.131 -0.481
H 3.069 -3.090 0.121
H 3.129 -1.345 0.428
H 3.968 -2.889 -2.787
H 2.416 -2.425 -3.519
H 2.482 -3.776 -2.370
*
```

Mulliken population analysis, charges in e, atoms 1 to 6: -0.161 -0.645 1.635 -0.696 -0.642 -0.573

Copy entry 3 word for word.
Density functional theory data (ωB97M-V with the def2-TZVPD basis set) for a molecular structure, C7H16ClN2O6Pd.

Summary:
* energy relative to the best compared isomer or geometry (same formula, charge and spin): 22.3 kJ/mol
* orbital gap: 7.53 eV
* LUMO level: 0.1236 Eh
* E: -38778.3505 eV

Structure (ORCA input):
```
! wB97M-V def2-TZVPD RIJCOSX def2/J DEFGRID3
* xyz -1 1
Pd 0.202 -0.553 -0.018
O 1.383 0.256 2.149
Cl 0.218 0.426 3.025
O 0.637 0.920 4.302
O -0.449 -0.845 3.159
O -0.676 1.368 2.392
C -0.034 3.166 -0.320
O -0.912 2.253 -0.934
C -2.182 2.181 -0.337
C -2.787 0.833 -0.671
O -2.276 -0.221 0.128
C -2.993 -0.360 1.344
H -0.395 4.200 -0.424
H 0.923 3.075 -0.832
H 0.101 2.934 0.739
H -2.836 2.975 -0.734
H -2.108 2.303 0.748
H -2.554 0.583 -1.707
H -3.878 0.881 -0.555
H -4.031 -0.649 1.133
H -2.977 0.564 1.926
H -2.499 -1.129 1.929
C 3.368 -2.120 -0.297
N 2.673 -1.830 -1.541
C 2.896 -2.787 -2.612
C 1.373 -1.421 -1.409
N 0.305 -1.348 -1.977
H 4.445 -2.131 -0.481
H 3.069 -3.090 0.121
H 3.129 -1.345 0.428
H 3.968 -2.889 -2.787
H 2.416 -2.425 -3.519
H 2.482 -3.776 -2.370
*
```

Mulliken population analysis, charges in e, atoms 1 to 6: -0.161 -0.645 1.635 -0.696 -0.642 -0.573

Which of these has the highest orbital gap? C16H17N5O2S

energy relative to the best compared isomer or geometry (same formula, charge and spin) of number 3 (C7H16ClN2O6Pd)? 22.3 kJ/mol

The lowest E belongs to which entry? C12H48N24O12